6 unconnected molecules or ions with the total composition C36H90N6O12, computed with wB97M-V/def2-TZVPD.

Structure (XYZ):
```
144
Properties=species:S:1:pos:R:3:forces:R:3:mulliken_charge:R:1
C 4.7465 3.2575 0.6451 -0.28 -0.05 0.64 -0.21
O 5.0323 4.0643 -0.4643 0.08 -0.64 -0.25 -0.41
C 4.6052 5.3913 -0.3130 -0.38 0.60 -0.27 -0.23
C 5.3921 6.1763 0.7311 0.36 0.23 -0.38 -1.09
N 6.8459 6.1564 0.5397 -0.40 -0.42 0.72 -0.32
C 7.3492 6.6739 -0.7144 -0.66 0.35 0.13 -0.61
C 7.4419 8.1899 -0.7272 1.55 -0.02 -0.29 -0.67
O 6.2583 8.7852 -1.1680 -0.60 -0.15 -0.11 -0.22
C 6.3920 10.1516 -1.4626 -0.14 0.10 -0.49 -0.79
H 4.8727 2.1987 0.4212 0.30 0.15 -0.35 -0.27
H 3.6998 3.3488 0.9722 0.05 0.24 -0.04 0.32
H 5.3866 3.5098 1.4997 -0.03 -0.10 0.02 0.35
H 3.5270 5.4290 -0.0944 0.06 -0.05 0.24 0.26
H 4.7001 5.8632 -1.2927 0.15 -0.10 -0.01 0.43
H 5.1787 5.7697 1.7200 0.03 0.21 0.11 0.47
H 5.0804 7.2229 0.6879 -0.25 -0.09 0.14 0.38
H 7.1572 5.2153 0.7356 0.26 0.01 -0.32 0.29
H 6.7041 6.4244 -1.5694 0.31 -0.25 -0.09 0.20
H 8.3520 6.2862 -0.8740 -0.01 -0.16 -0.04 0.50
H 8.2765 8.4184 -1.4186 -0.32 0.22 -0.15 0.46
H 7.8027 8.5718 0.2395 -0.44 -0.03 0.13 0.36
H 6.5872 10.7128 -0.5460 0.22 0.24 -0.16 0.30
H 5.4814 10.5207 -1.9381 -0.28 -0.24 0.42 0.24
H 7.1390 10.3206 -2.2518 0.40 -0.03 0.47 0.32
C 3.1667 -0.5893 0.8427 -1.04 -0.53 1.01 -0.84
O 3.4167 -0.7576 -0.5223 0.04 0.53 -0.48 -0.18
C 4.7795 -0.6344 -0.9160 0.07 0.15 0.40 -0.44
C 4.8694 -0.9910 -2.3722 -1.18 -0.66 -0.48 -0.75
N 4.2973 0.0581 -3.2050 1.55 0.21 0.31 -0.22
C 3.8892 -0.3831 -4.5046 -1.71 -0.28 -0.58 -0.60
C 3.4533 0.7466 -5.4258 -0.37 0.51 0.14 -0.75
O 2.0388 0.9070 -5.3226 0.10 -0.42 -0.06 -0.14
C 1.5313 1.9317 -6.1366 -0.45 0.56 0.58 -0.84
H 3.9562 -0.1706 1.4721 0.37 -0.01 -0.46 0.42
H 2.8779 -1.5640 1.2619 0.35 -0.02 0.11 0.32
H 2.2762 0.0236 1.0244 0.12 0.24 -0.46 0.17
H 5.3674 -1.2998 -0.2757 0.26 0.03 -0.21 0.47
H 5.1125 0.4040 -0.7797 0.08 -0.11 0.12 0.04
H 4.2528 -1.9050 -2.4916 0.21 -0.05 0.10 0.36
H 5.8670 -1.2700 -2.7146 0.18 0.31 0.20 0.38
H 3.6005 0.5808 -2.6950 -0.29 -0.09 -0.23 0.06
H 2.9889 -1.0289 -4.4227 0.14 -0.05 -0.11 0.29
H 4.5926 -1.0146 -5.0477 0.65 0.21 0.53 0.54
H 3.7147 0.5551 -6.4722 0.09 -0.07 0.02 0.42
H 3.9037 1.6952 -5.1055 0.27 -0.12 -0.14 0.37
H 1.4155 1.6724 -7.1936 0.37 -0.16 -0.01 0.30
H 2.1163 2.8509 -6.0097 0.10 -0.06 -0.27 0.37
H 0.5341 2.1682 -5.7566 0.00 -0.10 -0.05 0.21
C -0.0063 -4.0933 5.8921 1.23 0.16 -1.34 -0.57
O -0.7996 -5.0634 6.4797 -0.50 0.07 1.03 -0.29
C -0.0678 -5.8214 7.4339 0.60 -0.31 -0.82 -0.65
C -0.9354 -6.8078 8.1668 -0.61 -0.08 0.56 -0.66
N -1.3882 -6.2759 9.4609 -0.08 -0.16 -0.35 -0.40
C -2.2549 -5.1340 9.2877 -0.74 1.28 0.21 -0.45
C -3.0581 -4.8071 10.5335 0.20 0.17 0.43 -0.49
O -3.8365 -3.6580 10.2653 0.22 0.02 -0.26 -0.28
C -4.4669 -3.1589 11.4116 -0.97 -0.19 0.13 -0.71
H 0.6309 -3.4855 6.5476 -0.53 -0.01 0.52 0.32
H -0.6051 -3.4425 5.2580 -0.24 0.02 0.22 0.07
H 0.7398 -4.5560 5.2168 -0.17 -0.10 0.01 0.30
H 0.4467 -5.1738 8.1526 -0.08 0.08 0.00 0.38
H 0.7022 -6.3634 6.8620 0.07 0.00 0.21 0.48
H -0.3901 -7.7286 8.3734 0.17 0.07 -0.07 0.41
H -1.8054 -7.0815 7.5522 0.17 0.08 -0.25 0.35
H -1.8965 -7.0170 9.9313 -0.02 0.06 0.06 0.25
H -2.9864 -5.1602 8.4614 0.19 -0.58 -0.05 0.25
H -1.6971 -4.2121 9.0858 0.35 -0.29 -0.09 0.15
H -2.4010 -4.5428 11.3740 0.15 -0.38 -0.04 0.37
H -3.6891 -5.6547 10.8449 -0.04 0.05 -0.05 0.33
H -3.8408 -3.2007 12.3078 0.16 0.07 -0.09 0.30
H -5.3891 -3.7279 11.6124 0.18 -0.08 0.14 0.28
H -4.7996 -2.1371 11.2339 0.29 0.07 -0.12 0.24
C -2.4637 -2.3885 2.0714 -0.69 -1.00 0.53 -0.93
O -2.3263 -1.4159 1.0889 -0.16 0.35 0.07 -0.31
C -1.0104 -1.2615 0.6315 0.07 -0.45 -1.16 -0.78
C -1.0083 -0.1787 -0.4440 0.44 -0.17 0.91 -0.51
N 0.2314 -0.2048 -1.1499 1.19 0.87 -0.72 0.61
C 0.3856 0.4956 -2.4160 -1.77 -1.27 -0.46 -0.02
C -0.1657 1.9018 -2.4175 1.46 1.29 0.50 -0.15
O 0.8129 2.9147 -2.1172 -0.19 0.14 -0.31 -0.42
C 1.3904 2.8130 -0.8456 1.16 -0.18 -0.39 0.23
H -3.5248 -2.5825 2.2537 -0.05 0.46 -0.08 0.31
H -2.0249 -2.1137 3.0384 0.25 0.06 -0.15 0.34
H -2.1090 -3.3821 1.7602 0.48 0.24 -0.07 0.38
H -0.6814 -2.1876 0.1292 0.02 -0.09 0.30 0.60
H -0.2995 -1.0354 1.4343 -0.09 0.09 0.10 0.33
H -1.1038 0.7635 0.1152 -0.32 0.13 -0.33 -0.04
H -1.8723 -0.3036 -1.1078 -0.10 -0.07 0.07 0.26
H 0.9373 -0.9157 -1.0768 -0.47 -0.41 0.59 0.32
H -0.2289 -0.0035 -3.2017 -0.01 -0.06 0.17 -0.47
H 1.3861 0.3086 -2.7929 0.29 0.76 0.12 -0.02
H -0.9586 2.0170 -1.6730 -0.28 -0.29 -0.21 -0.15
H -0.5231 2.2256 -3.3912 -0.17 -0.34 -0.08 0.40
H 2.0138 1.9071 -0.7854 -0.60 -0.29 0.42 -0.19
H 0.6503 2.9179 -0.0485 0.12 -0.29 0.18 0.28
H 2.1637 3.5821 -0.7614 -0.45 0.42 -0.05 -0.07
C -1.9581 -2.0906 -4.2489 0.53 0.14 -0.01 -0.78
O -2.4973 -3.3312 -4.6155 -0.15 0.05 -0.44 -0.37
C -1.5466 -4.2509 -5.0940 0.61 -0.39 0.10 -0.60
C -2.2988 -5.4152 -5.6929 -0.81 -0.06 0.06 -0.69
N -2.9501 -4.9929 -6.9206 0.40 0.20 0.47 -0.16
C -3.5712 -5.9840 -7.7594 0.88 0.13 -1.50 -0.54
C -4.4518 -5.2529 -8.7563 -0.27 0.36 0.05 -0.57
O -4.8465 -6.0823 -9.8291 0.12 -0.30 0.49 -0.33
C -5.9697 -5.5802 -10.4802 -1.01 -0.72 -0.77 -0.74
H -1.3313 -1.6441 -5.0344 -0.26 -0.08 -0.20 0.34
H -1.2787 -2.1769 -3.3883 -0.31 -0.02 0.20 0.29
H -2.8023 -1.4384 -4.0433 0.12 0.12 0.20 0.32
H -0.8929 -4.5629 -4.2657 -0.10 -0.15 -0.01 0.45
H -0.8850 -3.8328 -5.8666 -0.21 0.29 0.04 0.33
H -3.0427 -5.7373 -4.9442 0.15 -0.16 0.02 0.31
H -1.6557 -6.2720 -5.9025 0.19 0.14 0.00 0.39
H -3.4672 -4.1377 -6.7777 -0.32 -0.20 0.07 0.21
H -4.1059 -6.8376 -7.3257 -0.16 0.33 0.52 0.27
H -2.7550 -6.4154 -8.3600 -0.18 -0.31 0.11 0.24
H -3.9286 -4.3888 -9.1855 0.19 0.02 0.26 0.36
H -5.3213 -4.8536 -8.2097 -0.12 -0.12 -0.19 0.35
H -6.8577 -5.5778 -9.8326 0.23 0.56 0.24 0.32
H -6.2829 -6.2836 -11.2618 0.50 -0.02 -0.01 0.27
H -5.8031 -4.6232 -10.9844 0.01 0.19 0.34 0.29
C -5.8275 0.8225 5.0342 -0.55 0.56 0.86 -0.76
O -4.9477 1.6349 4.3075 0.01 -0.41 -0.22 -0.31
C -4.6443 1.1026 3.0184 0.65 0.29 0.57 -0.16
C -3.3010 1.7043 2.6213 0.36 -0.27 -0.24 -0.02
N -3.3188 3.0452 2.0624 -0.38 0.37 0.04 -0.16
C -4.1426 3.2279 0.8538 0.45 -0.77 0.64 -0.31
C -3.9519 4.6179 0.2824 0.14 0.73 0.64 -0.87
O -3.0022 4.6458 -0.7530 -0.51 0.44 -0.80 -0.41
C -1.6703 4.7797 -0.3509 1.02 -0.35 0.91 -0.61
H -5.4688 -0.1943 5.2237 0.16 -0.03 -0.36 0.29
H -6.8355 0.7961 4.6029 0.09 -0.17 -0.22 0.30
H -5.9359 1.2954 6.0154 0.02 -0.05 -0.08 0.27
H -5.4424 1.3673 2.3239 -0.07 -0.19 -0.15 0.27
H -4.5387 0.0152 3.0834 -0.13 -0.05 -0.06 0.26
H -2.7515 1.0186 1.9676 -0.34 0.12 -0.38 -0.62
H -2.6656 1.7343 3.5095 -0.21 0.05 0.18 0.36
H -3.6700 3.6739 2.7783 0.11 0.03 0.01 0.33
H -5.2040 2.9893 1.0111 -0.01 0.24 0.06 0.38
H -3.7713 2.4669 0.1599 -0.12 0.26 -0.34 0.30
H -3.6144 5.3467 1.0383 0.02 -0.49 0.35 0.39
H -4.9097 5.0689 0.0039 0.14 -0.36 -0.86 0.35
H -1.1140 5.5969 -0.8197 -0.51 0.08 -0.38 0.34
H -1.1074 3.8669 -0.5547 -0.14 -0.03 -0.18 0.07
H -1.5674 4.9256 0.7317 -0.25 0.04 -0.05 0.33
```
Forces are in eV/Å.

Values from the calculation:
SMILES	COCCNCCOC.COCCNCCOC.COCCNCCOC.COCCNCCOC.COCCNCCOC.COCCNCCOC
energy above the lowest of the compared OMol25 structures with the same formula, charge and spin	12.4859	eV
molar mass	799.15	Da
orbital gap	8.47	eV
electronic energy	-72292.2641	eV